[1]
C19H26N2O9S2V as an isolated structure in a non-equilibrium geometry, computed with ωB97M-V/def2-TZVPD.

## Properties
**Frontier orbital gap**: 0.24141 Eh
**LUMO energy**: 2.2 eV

```
! wB97M-V def2-TZVPD RIJCOSX def2/J DEFGRID3
* xyz -1 1
O 13.6382 10.9680 7.5912
H 10.4946 8.5654 9.0704
H 6.3705 11.8951 6.4116
C 7.3224 8.6654 7.7982
H 12.6875 6.7595 11.8429
C 10.7571 14.3578 12.2968
C 9.3281 14.4586 10.5373
H 13.6793 8.2060 11.5228
H 12.0665 16.4225 9.8910
H 8.3987 14.0896 10.1094
H 13.5698 13.6804 14.9153
H 5.8414 8.8986 9.2779
H 7.9735 11.3848 7.1272
C 13.8861 11.9058 16.1262
C 13.9089 10.5392 13.7794
O 8.1084 9.4589 5.3469
C 6.2392 10.8879 8.3480
H 12.8048 6.8900 9.5226
C 10.1805 15.3134 9.8711
H 8.3938 8.4528 7.8954
O 9.4548 11.6263 9.6916
H 13.9374 9.9691 12.8861
H 10.2764 6.7664 9.4224
H 13.4990 12.3801 12.8192
O 7.8883 11.3793 12.3640
H 12.6780 8.5781 9.4204
H 9.8353 15.5413 8.8836
O 10.5209 11.2496 12.6082
H 6.4572 11.6243 9.0879
C 13.7436 11.9127 13.7490
H 11.6817 8.4369 13.2340
S 10.0851 8.2641 11.3294
C 13.9665 10.5419 16.0401
H 11.7949 9.6876 12.0668
H 12.4536 15.6642 12.2890
C 13.7361 12.6076 14.9298
C 11.3420 15.7872 10.4711
H 14.0700 9.9876 16.9702
V 9.2982 11.4317 11.5762
C 11.6755 8.6131 12.1644
O 9.4352 7.1580 12.0437
O 14.2027 10.9264 9.8689
H 5.1492 10.9135 8.2697
C 11.5651 15.3846 11.7905
C 12.6839 7.7662 11.4195
S 6.9867 9.5512 6.2664
H 13.9511 12.3563 17.1178
H 6.8195 7.6818 7.6409
C 6.9149 11.1589 6.9885
H 7.3058 9.6474 9.7416
N 9.7147 13.8468 11.6629
C 13.8149 11.0729 8.7830
H 11.0407 13.7963 13.1889
C 6.6631 9.4869 8.8816
C 10.7592 7.7195 9.7399
O 5.6220 9.1356 5.8703
N 14.0363 9.8189 14.8924
O 9.2863 9.4553 11.0895
C 12.2827 7.7389 9.9585
*
```

[2]
A 2-piece molecular cluster, C2H2ClP overall in a non-equilibrium geometry, computed with ωB97M-V/def2-TZVPD.

## Properties
**Frontier orbital gap (alpha / beta)**: 0.25543 / 0.25899 Eh
**LUMO energy (alpha / beta)**: -1.1 / -1.1 eV

```
! wB97M-V def2-TZVPD RIJCOSX def2/J DEFGRID3
* xyz 0 1
H 1.2520 -1.5183 0.8933
Cl 0.1961 2.1265 -2.9130
H -1.1751 0.2637 1.9069
C -0.3361 -0.2101 1.6033
P -0.3347 0.3064 -2.6282
C 0.3979 -0.9682 1.1376
*
```

[3]
An isolated molecule of C27H25N5O5 in a non-equilibrium geometry, computed with ωB97M-V/def2-TZVPD.

## Properties
**SMILES string**: COc1ccc(N(C(=O)Cn2nnc3ccccc32)[C@@H](C(=O)NCc2ccco2)c2ccc(C)o2)cc1
**Frontier orbital gap**: 0.32542 Eh
**LUMO energy**: 0.6 eV

```
! wB97M-V def2-TZVPD RIJCOSX def2/J DEFGRID3
* xyz 0 1
H 0.3353 -3.7011 2.8096
H 4.5143 4.7945 1.7106
C -5.7000 1.1150 -0.4198
C 2.3205 -3.2350 -0.3815
H -4.7990 0.4913 -2.2440
N 3.6710 0.7285 -1.9636
C -1.0580 -2.9791 1.3749
H 0.8593 -2.3069 -1.6591
H -8.1697 -0.4706 0.7727
H -4.2480 2.0840 -1.6440
C -1.5203 -3.3247 0.1403
H 1.7039 -4.0978 -0.1764
C -0.7239 -3.7951 2.5708
C 1.4120 0.5050 -2.8190
C 3.9617 -1.0700 -0.8399
O -2.0403 2.2848 -0.9464
C 2.8241 3.0041 0.2815
C -1.6412 -2.1201 -0.5965
H 1.4564 -0.4402 1.3445
O 4.5184 2.7391 2.0131
C -6.1308 2.0733 0.4497
H -5.6934 3.0385 0.6004
C 3.5934 -3.1566 0.2041
H 1.2451 3.0099 -1.1595
H -1.7463 -4.3118 -0.2074
C 1.2548 1.2080 -0.0143
C 3.4382 2.3068 1.3176
H -3.4234 -0.4963 -0.4653
H -7.8701 2.0144 1.8465
H 1.6044 1.5518 -3.0643
H 5.4132 -2.0290 0.4287
H 6.0322 4.0260 2.2343
C 1.8392 0.5252 1.0493
H -0.9152 0.7992 1.0585
C -7.4411 0.2922 0.5822
H -1.9538 -2.0095 -1.6149
N -3.3763 0.4795 -0.7145
C 2.6720 -1.1567 -1.4189
H 3.1851 3.9704 -0.0299
C 2.9177 1.0706 1.7078
H 5.4852 3.8420 0.5484
H 3.9165 -3.9654 0.8430
N 0.1579 0.6294 -0.7015
C -1.0600 0.3530 0.0681
H -1.2932 -3.4547 3.4346
C 0.1075 0.3689 -2.0237
C 5.1608 3.9191 1.5903
C 1.8367 -2.2466 -1.2068
C -1.2470 -1.1177 0.2426
C -4.5372 1.0719 -1.3535
H -0.9545 -4.8384 2.3789
C -2.2107 1.1339 -0.6112
N 4.5057 0.1168 -1.2333
C 4.4333 -2.0909 -0.0154
H 3.3932 0.5466 2.5210
H 1.2635 -0.0497 -3.7533
C 1.7333 2.4592 -0.3706
O -0.9076 -0.0179 -2.5705
O -0.8911 -1.6406 1.4435
O -6.4975 0.0254 -0.3356
C -7.2686 1.5369 1.1007
N 2.5525 0.0075 -2.1135
*
```

[4]
An isolated molecule of C2H4N2O3S in a non-equilibrium geometry, computed with ωB97M-V/def2-TZVPD.

## Properties
**Frontier orbital gap**: 0.39258 Eh
**LUMO energy**: 0.6 eV

```
! wB97M-V def2-TZVPD RIJCOSX def2/J DEFGRID3
* xyz 0 1
N -1.2489 1.0097 0.6416
C 1.8050 -0.6359 -0.0832
N 0.0427 1.0725 0.2840
H 1.9518 -0.2765 0.9204
H -1.6547 1.8796 0.7687
C 0.3991 -0.0882 -0.3718
O 0.1848 0.9943 -1.2034
H 2.6242 -0.2941 -0.6988
O -0.6289 -0.9820 -0.4007
H 1.5628 -1.6768 -0.1942
O -2.9299 -0.8774 0.6024
S -2.1080 -0.1253 -0.2650
*
```

[5]
C50H49BrGaN3O3P2 as an isolated structure, computed with ωB97M-V/def2-TZVPD.

## Properties
**Frontier orbital gap**: 0.31625 Eh
**LUMO energy**: -4.6 eV

```
! wB97M-V def2-TZVPD RIJCOSX def2/J DEFGRID3
* xyz 2 1
H -3.9040 -0.3263 5.8150
C -1.1121 -2.3274 -4.7929
H 2.4504 1.4323 3.2118
C 0.8044 4.4209 -2.9957
C -2.0214 -0.9514 3.0678
H 0.6589 5.4541 -3.2881
H -3.3867 -3.7867 -4.9400
C -3.7195 3.5444 0.2329
H 3.2166 0.1886 4.1902
Br -0.4846 4.1802 4.6465
H -4.2623 -1.5518 1.8563
C -2.4690 1.1729 0.9872
H 2.3107 7.4590 2.3128
H 0.8534 -0.1140 3.5161
C 0.3241 -0.8695 -2.9438
C -2.9671 1.3278 -0.3092
C -4.3203 -3.1839 -1.1048
C -0.0706 -1.5128 -5.2181
H -3.2879 4.2155 2.2274
H -3.3102 0.6717 3.6642
C -4.7502 -2.7283 0.1328
C -3.2069 3.4033 1.5142
H -1.5355 -3.7728 4.9023
C -3.9248 -1.9239 0.8972
C -1.4696 -2.4307 -3.4531
H 0.3924 -2.7203 0.8918
C 5.2923 -0.5674 -2.7734
H -2.8853 0.5183 -1.0260
H -1.1818 3.8191 -3.5464
C 2.2114 2.6902 -2.1006
H 2.8277 4.7275 -2.3544
H -4.2214 4.4604 -0.0531
H 3.6869 -0.3138 0.1306
O 0.0795 1.6952 2.8417
C -3.5872 2.5085 -0.6826
H 6.1541 0.0132 -3.0807
H -3.0169 -2.5439 6.4595
C -2.5739 2.2278 1.8915
H 0.9584 -2.2970 3.6765
H -1.1672 -4.7795 -2.0690
C -1.9879 -4.7781 -2.7921
C -0.2272 3.5042 -3.1429
P -1.6415 -0.3991 1.3736
C -3.2298 -0.8552 5.1521
C 2.0234 4.0111 -2.4751
O -0.9841 -1.7015 -1.1963
C 1.0927 5.9653 3.2336
H 4.6003 0.9718 2.2114
C 4.0852 0.0810 -2.5289
C -3.7302 -3.4162 -3.9755
C 1.1907 1.7574 -2.2736
H 2.6705 -2.0216 3.9371
C 1.8539 -1.8875 3.2248
H -4.5037 -4.1069 -3.6424
H -4.1792 -2.4307 -4.1187
O 0.9007 1.8483 0.7824
H 1.6950 -2.4711 -0.0418
H 4.3296 -3.7680 -2.2355
C 5.3955 -1.9428 -2.6388
H -2.1317 2.1564 2.8716
N 1.6172 -0.4619 2.9463
C 0.6200 4.6612 3.1887
H 1.4742 -0.1488 -4.6068
C -2.2486 -2.0791 -0.8061
C 0.6544 -0.7857 -4.2929
H 4.3348 -0.7583 2.2543
C 3.0672 -2.0451 -2.0584
C 2.7872 0.3993 3.2095
P 1.3227 0.0326 -1.7210
H 2.1055 -3.7258 2.1391
C 0.5823 2.3812 1.9511
H -2.7590 -5.4664 -2.4377
C -0.0360 2.1771 -2.7881
C -2.5760 -3.3612 -2.9655
H -4.9892 -3.8025 -1.6888
C -0.7274 -1.6825 -2.5484
C 4.2721 -2.6879 -2.2951
C -3.0654 -2.8618 -1.6103
H 4.0284 1.1518 -2.6695
H 2.1732 -2.6395 -1.8825
H -1.6052 -5.1458 -3.7470
C -1.8998 -2.7865 4.6416
H 3.1994 -2.4557 1.6256
Ga 0.8228 -0.0925 0.8743
H -3.9789 2.6174 -1.6869
C -2.6579 -1.5913 0.4271
C -2.7348 -2.0984 5.5136
H 3.0027 5.9825 0.4440
C -1.5535 -2.2154 3.4287
H -0.9587 -2.7914 2.7287
H 2.1169 3.6846 0.3257
N 3.1654 0.2230 0.8148
H 0.7887 6.6041 4.0521
C 2.9645 -0.6512 -2.1505
H 3.1284 1.1758 0.4646
H -0.8446 1.4674 -2.9176
C 2.1810 -2.6572 1.9449
H -1.6532 -2.9026 -5.5335
H -5.7357 -2.9931 0.4945
H 3.1617 2.3945 -1.6705
C -2.8840 -0.2832 3.9341
C 1.8429 4.3267 1.1492
C 0.9812 3.8118 2.1227
C 2.3287 5.6162 1.2084
C 1.9449 6.4418 2.2527
H 0.1731 -1.4519 -6.2709
C 3.8381 0.2008 2.1265
N 1.2819 -2.2351 0.8525
H 6.3399 -2.4390 -2.8270
*
```

[6]
An isolated molecule of C4H7NO in a non-equilibrium geometry, computed with ωB97M-V/def2-TZVPD.

## Properties
**SMILES string**: CC[C@@H](O)C#N
**Frontier orbital gap**: 0.41844 Eh
**LUMO energy**: 0.5 eV

```
! wB97M-V def2-TZVPD RIJCOSX def2/J DEFGRID3
* xyz 0 1
C -0.9079 -0.5185 0.1863
C 0.5011 -0.1062 0.6772
O -1.8065 -0.5418 1.2605
H 1.8652 -0.4536 -0.9818
N -0.7196 1.1328 -1.6961
H 0.9137 -0.9959 1.1825
H 0.3623 0.6509 1.4585
C 1.4195 0.4066 -0.4630
C -1.2025 0.4576 -0.8865
H 0.9108 1.1011 -1.2607
H -2.6923 -0.6762 0.8999
H -0.8501 -1.4968 -0.3155
H 2.2063 1.0399 -0.0612
*
```